# 1
C5H7N2 as an isolated structure at a distorted geometry. Source: the Open Molecules 2025 dataset; level of theory: the ωB97M-V functional and the def2-TZVPD basis.

Properties
F_max ... 1.514 eV/Å
Frontier orbital gap ... 9.959 eV
Charge ... +1

Atoms and positions in Å:
C -0.043 -1.090 -0.408
H -0.590 -0.186 1.492
C 0.081 1.985 -0.101
C -0.854 -0.141 0.435
C -1.003 1.339 -0.085
H 1.720 2.569 0.862
C -2.336 -0.048 0.158
H 1.965 1.988 -0.745
H -0.370 -1.081 -1.445
N 1.327 2.107 0.042
H -0.170 -2.101 -0.019
N -2.372 1.176 -0.254
H -3.149 -0.743 0.234
H 1.018 -0.854 -0.364

---

# 2
An isolated ion of composition C5H7N2 and charge +1 at a distorted geometry. Source: the Open Molecules 2025 dataset; level of theory: the ωB97M-V functional and the def2-TZVPD basis.

Properties
F_max ... 4.687 eV/Å
Frontier orbital gap ... 8.893 eV
Charge ... +1

Atoms and positions in Å:
H 0.782 -1.317 0.976
C -1.258 -1.386 -1.173
C -0.698 -0.109 -0.963
H 0.480 2.667 -0.291
H -1.145 -2.028 -0.362
C 1.360 0.538 1.791
C 0.637 1.764 0.200
H -0.932 0.790 -1.588
H -2.319 -1.436 -1.386
C 0.235 0.378 -0.046
H -1.167 -1.681 -2.213
N 1.297 1.809 1.324
N 0.794 -0.322 0.980
H 1.932 0.333 2.751

---

# 3
A 2-piece molecular cluster, C5H7N2 overall at a distorted geometry. Source: the Open Molecules 2025 dataset; level of theory: the ωB97M-V functional and the def2-TZVPD basis.

Properties
F_max ... 6.495 eV/Å
Frontier orbital gap ... 9.681 eV
Charge ... +1

Atoms and positions in Å:
C -2.764 1.090 0.142
H -3.369 1.208 1.012
H 3.542 0.742 0.210
C 3.413 -0.232 0.350
C 0.968 -0.676 -0.238
N -2.190 -0.211 0.014
H -3.066 1.393 -0.767
C -1.482 -0.939 -0.843
H -1.860 1.780 0.525
C -2.093 -1.536 0.273
H 3.535 -0.601 1.316
H 4.019 -0.827 -0.444
H -0.737 -0.728 -1.565
N 2.084 -0.464 0.015

---

# 4
An isolated ion of composition C5H7N2O and charge +1 at a distorted geometry. Source: the Open Molecules 2025 dataset; level of theory: the ωB97M-V functional and the def2-TZVPD basis.

Properties
F_max ... 4.395 eV/Å
Frontier orbital gap (alpha / beta) ... 6.589 / 6.590 eV
Charge ... +1

Atoms and positions in Å:
H -0.915 -2.425 -0.638
C 1.050 1.539 -1.449
H 1.982 1.706 -1.923
C -0.347 0.845 0.528
C -0.744 -1.359 -0.592
H 0.217 -2.203 1.716
H -1.232 1.311 -0.058
H -0.216 1.245 1.524
O -1.323 -0.197 -2.659
H 0.451 -0.555 2.476
N -0.347 -0.599 0.631
N 0.896 1.313 -0.176
C 0.039 -1.155 1.720
C -1.189 -0.663 -1.608
H 1.679 1.198 0.507